No. 1
This record from the Open Molecules 2025 dataset describes a cluster of 3 separate species, C7H12N2O2S2 in total at a distorted geometry. The level of theory is the ωB97M-V functional and the def2-TZVPD basis.

Last column: Löwdin spin population.
Cartesian coordinates (Å):
C 0.823 -0.347 0.760  0.002
C 0.560 1.048 0.244  0.001
C -2.912 3.143 1.730  0.001
C -3.489 -1.357 0.602  0.592
C 1.326 -0.818 -2.560  0.000
C -2.818 -0.694 1.511  0.514
C 1.068 0.656 -2.277  0.000
N 0.106 -1.355 0.470  0.003
N 1.505 1.136 -0.876  0.000
O -3.714 3.884 1.349  0.000
O -2.122 2.423 2.105  0.005
S -4.012 -2.378 -0.472  0.783
S 0.444 -2.937 0.629  0.002
H 1.881 -0.409 1.211  0.000
H -0.448 1.109 -0.157  0.001
H 0.873 -1.416 -1.739  0.000
H 0.910 -1.294 -3.426  0.000
H 2.483 -0.957 -2.618  0.000
H -1.829 -0.953 1.641  0.050
H -3.207 -0.176 2.333  0.046
H 0.090 0.879 -2.343  0.000
H 1.685 1.221 -2.920  0.000
H 2.378 0.811 -0.480  0.000
H 0.786 1.880 0.822  0.000
H -0.732 -3.281 0.367  0.001

HOMO (alpha / beta)   -6.382 / -8.477 eV
Multiplicity   3
ΔE to the lowest compared entry with this formula, charge and spin   0.0 kJ/mol
Gap between HOMO and LUMO (alpha / beta)   6.8 / 6.1 eV
Lowest unoccupied orbital energy (alpha / beta)   0.4169 / -2.3361 eV

=====

No. 2
This record from the Open Molecules 2025 dataset describes a structure of composition CO4P at a distorted geometry. The level of theory is the ωB97M-V functional and the def2-TZVPD basis.

Last column: Mulliken charge in e.
Cartesian coordinates (Å):
C 0.559 -0.798 0.546  0.810
O 1.406 -1.677 0.987  -0.693
O 0.801 0.530 0.207  -0.485
O -1.138 1.701 -1.679  -0.453
O -0.666 -1.006 0.208  -0.650
P -0.962 1.251 -0.269  0.471

HOMO (alpha / beta)   -5.087 / -5.087 eV
ΔE to the lowest compared entry with this formula, charge and spin   141.7 kJ/mol
Gap between HOMO and LUMO (alpha / beta)   9.1 / 9.1 eV
Lowest unoccupied orbital energy (alpha / beta)   4.0073 / 4.0075 eV
Total charge   -1

=====

No. 3
This record from the Open Molecules 2025 dataset describes a structure of composition C45H60N2O5STi at a distorted geometry. The level of theory is the ωB97M-V functional and the def2-TZVPD basis.

Last column: Löwdin spin population.
Cartesian coordinates (Å):
Ti 6.728 12.371 14.270  0.900
C 13.535 13.096 11.031  0.001
C 12.801 13.298 12.394  0.002
C 13.333 14.608 12.988  0.001
C 13.122 12.172 13.370  0.001
C 11.266 13.271 12.207  0.019
C 10.377 13.895 13.063  0.030
C 9.111 13.319 13.134  0.034
N 8.091 13.762 13.972  0.258
C 7.975 14.966 14.655  0.026
C 8.545 16.242 14.569  0.047
C 8.693 16.998 15.730  0.016
C 7.772 16.748 16.784  0.086
C 6.747 15.821 16.661  0.003
C 6.903 14.869 15.586  0.117
O 6.180 13.729 15.490  0.074
C 5.609 15.728 17.605  -0.003
C 5.871 14.505 18.554  -0.002
C 4.290 15.547 16.809  0.000
C 5.470 16.989 18.451  0.000
C 9.851 17.993 15.831  0.000
C 10.934 17.405 16.770  0.002
C 10.328 18.348 14.416  0.000
C 9.345 19.348 16.413  0.000
C 8.785 12.159 12.373  0.110
O 7.565 11.656 12.581  0.092
C 9.640 11.655 11.345  0.002
C 10.850 12.371 11.185  0.096
C 9.293 10.399 10.548  -0.003
C 10.473 10.201 9.603  0.000
C 7.952 10.523 9.694  -0.001
C 9.098 9.154 11.483  -0.001
H 14.526 13.575 11.043  0.000
H 13.050 13.572 10.139  0.000
H 13.691 12.053 10.692  0.000
H 14.439 14.533 13.019  0.000
H 12.925 14.853 13.995  0.000
H 13.077 15.460 12.346  0.000
H 14.186 12.138 13.667  0.000
H 12.863 11.148 12.905  0.001
H 12.508 12.253 14.253  0.000
H 10.725 14.743 13.703  0.001
H 8.955 16.482 13.592  0.002
H 7.814 17.495 17.596  0.004
H 5.789 13.578 17.966  0.000
H 5.062 14.481 19.321  0.000
H 6.799 14.653 19.136  0.000
H 4.252 14.619 16.211  0.000
H 4.079 16.419 16.154  0.000
H 3.442 15.472 17.499  0.000
H 6.300 17.095 19.113  0.000
H 4.538 16.952 19.072  0.000
H 5.406 17.808 17.762  0.000
H 11.374 16.488 16.334  0.000
H 10.524 17.213 17.757  0.001
H 11.709 18.128 16.846  0.000
H 10.647 17.498 13.753  0.000
H 11.250 18.995 14.484  0.000
H 9.616 19.000 13.846  0.000
H 9.110 19.253 17.491  0.000
H 8.472 19.669 15.862  0.000
H 10.167 20.054 16.393  0.000
H 11.555 12.198 10.398  0.005
H 10.663 11.053 8.915  0.000
H 10.251 9.337 8.907  0.000
H 11.392 9.973 10.150  0.000
H 8.008 11.231 8.864  0.000
H 7.089 10.773 10.331  0.000
H 7.703 9.521 9.314  0.000
H 9.993 9.055 12.048  0.000
H 9.018 8.311 10.804  0.000
H 8.190 9.199 12.119  0.000
C 3.860 8.883 20.208  0.000
C 4.158 8.415 18.779  0.000
C 3.181 8.524 17.790  0.000
C 3.233 7.773 16.616  0.000
C 4.449 7.130 16.277  0.000
C 5.574 7.279 17.136  0.000
N 6.834 7.169 16.548  0.000
C 8.006 7.896 16.838  0.000
C 9.113 7.214 17.349  0.000
C 10.312 7.803 17.704  0.000
C 10.490 9.139 17.308  0.000
C 9.455 9.861 16.766  0.000
C 8.179 9.302 16.533  0.000
C 7.178 10.146 15.870  0.001
O 5.971 9.916 15.811  0.005
O 7.643 11.333 15.497  0.005
C 5.344 7.729 18.478  0.000
C 6.236 7.346 19.643  0.000
H 2.959 9.532 20.295  0.000
H 4.684 9.483 20.583  0.000
H 3.770 8.047 20.939  0.000
H 2.326 9.117 17.994  0.000
H 2.365 7.666 15.935  0.000
H 4.665 6.842 15.240  0.000
H 6.741 7.021 15.545  0.000
H 8.972 6.118 17.593  0.000
H 11.101 7.333 18.218  0.000
H 11.475 9.575 17.392  0.000
H 9.634 10.913 16.497  0.000
H 7.117 6.738 19.371  0.000
H 5.639 6.783 20.463  0.000
H 6.667 8.223 20.092  0.000
C 3.747 13.746 11.693  0.003
S 3.998 12.047 12.250  0.036
C 2.424 11.903 13.072  0.002
O 4.999 12.353 13.473  0.023
H 3.546 14.365 12.590  0.001
H 2.861 13.737 11.065  0.001
H 4.651 14.030 11.097  0.000
H 1.710 11.805 12.247  0.001
H 2.283 12.809 13.701  0.000
H 2.328 10.935 13.660  0.000

HOMO (alpha / beta)   -6.062 / -6.818 eV
Multiplicity   3
ΔE to the lowest compared entry with this formula, charge and spin   62.1 kJ/mol
Gap between HOMO and LUMO (alpha / beta)   6.0 / 5.3 eV
Lowest unoccupied orbital energy (alpha / beta)   -0.0269 / -1.4888 eV

=====

No. 4
This record from the Open Molecules 2025 dataset describes a structure of composition C19H26BrCl6F6NO3P at a distorted geometry. The level of theory is the ωB97M-V functional and the def2-TZVPD basis.

Last column: Mulliken charge in e.
Cartesian coordinates (Å):
O -3.304 0.243 -2.282  -0.499
C -2.527 1.165 -2.230  0.362
O -2.593 2.264 -3.047  -0.381
C -3.380 2.030 -4.236  -0.388
C -2.649 1.100 -5.281  0.221
F -3.550 0.814 -6.324  -0.326
C -1.436 1.057 -1.106  0.995
C -1.817 0.727 0.294  -0.767
C -0.778 0.665 1.332  -0.230
P -1.236 0.275 3.132  0.282
O -2.926 0.443 3.176  -0.485
Br -0.273 1.755 4.521  -0.134
N 0.565 0.880 1.037  0.419
C 0.962 1.185 -0.245  -0.443
C -0.005 1.297 -1.384  0.513
C 0.570 1.693 -2.780  -0.946
C 0.659 0.488 -3.811  0.060
C 1.249 -0.847 -3.212  -0.857
C 0.310 -2.097 -3.299  0.827
F 0.329 -2.696 -2.023  -0.355
F -1.018 -1.820 -3.563  -0.248
C 0.790 -3.232 -4.296  0.553
F 2.135 -3.462 -4.260  -0.237
F 0.315 -3.059 -5.574  -0.233
F 0.197 -4.408 -3.853  -0.254
H -3.534 3.029 -4.740  0.326
H -4.419 1.649 -4.029  0.358
H -1.696 1.576 -5.654  0.236
H -2.343 0.124 -4.795  -0.018
H -2.883 0.558 0.587  0.551
H -3.233 -0.490 3.138  0.388
H 1.275 0.833 1.780  0.269
H 2.083 1.376 -0.413  0.113
H 1.549 2.207 -2.613  0.121
H -0.133 2.454 -3.223  0.358
H 1.365 0.831 -4.625  0.440
H -0.342 0.394 -4.296  -0.369
H 2.211 -1.067 -3.762  0.393
H 1.564 -0.728 -2.134  0.339
Cl 1.704 -0.702 3.912  -0.195
C 1.418 -1.220 5.595  -0.256
C 2.405 -2.275 6.040  -0.518
Cl 2.157 -3.823 5.198  -0.173
H 0.390 -1.575 5.669  0.100
H 1.517 -0.332 6.220  0.381
H 2.278 -2.469 7.106  0.346
H 3.434 -1.958 5.871  0.324
Cl 4.497 5.290 -0.399  -0.165
C 5.509 3.910 -0.886  -0.413
C 4.829 3.044 -1.922  -0.598
Cl 3.419 2.171 -1.248  -0.103
H 5.761 3.342 0.009  0.321
H 6.431 4.322 -1.298  0.335
H 5.524 2.288 -2.287  0.332
H 4.486 3.631 -2.773  0.335
Cl -2.972 -4.188 4.612  -0.181
C -3.329 -3.602 6.256  -0.432
C -3.779 -2.159 6.258  -0.583
Cl -2.457 -1.046 5.813  -0.120
H -2.440 -3.746 6.868  0.306
H -4.123 -4.236 6.654  0.355
H -4.109 -1.874 7.257  0.325
H -4.605 -1.996 5.567  0.325

HOMO   -11.731 eV
Gap between HOMO and LUMO   7.2 eV
Lowest unoccupied orbital energy   -4.5326 eV
Total charge   +1

=====

No. 5
This record from the Open Molecules 2025 dataset describes a cluster of 6 separate species, C25H50BrF5N3O23P2S6 in total at a distorted geometry. The level of theory is the ωB97M-V functional and the def2-TZVPD basis.

Last column: Mulliken charge in e.
Cartesian coordinates (Å):
C 3.195 -5.457 4.336  -1.237
C 4.250 -4.825 3.367  -0.464
C 4.142 -3.275 3.112  -0.510
Br 6.056 -2.744 2.695  -0.121
N 3.168 -2.817 2.152  1.637
C 2.347 -3.788 1.401  -1.142
C 2.947 -4.685 0.259  0.483
C 4.428 -4.479 -0.182  -1.142
C 2.010 -4.595 -1.036  -1.318
C 2.752 -1.478 2.187  -2.649
N 3.467 -0.496 1.453  0.660
C 4.022 -0.978 0.155  -0.485
C 2.953 -1.323 -0.930  -0.597
P 4.660 0.346 2.391  0.154
O 4.495 -0.062 3.814  -0.526
N 1.668 -1.013 2.794  1.287
C 1.287 0.425 2.681  -0.965
C 0.616 0.698 1.258  0.476
C -0.920 0.287 1.233  -1.202
C -1.882 1.512 1.150  1.127
F -2.433 1.669 -0.102  -0.333
F -1.332 2.693 1.557  -0.331
C -3.095 1.225 2.133  0.444
F -2.553 1.195 3.384  -0.259
F -4.011 2.214 2.044  -0.130
F -3.671 0.034 1.880  -0.266
P 0.590 -2.025 3.726  0.465
O -0.657 -1.107 4.366  -0.540
O -0.246 -3.131 2.809  -0.459
S 1.399 -2.820 5.288  -0.374
H 3.246 -4.929 5.317  0.265
H 3.552 -6.501 4.553  0.455
H 2.165 -5.562 3.935  0.227
H 5.241 -4.972 3.868  0.617
H 4.295 -5.449 2.447  0.095
H 3.985 -2.798 4.113  0.677
H 1.846 -4.472 2.139  0.265
H 1.485 -3.222 0.956  0.465
H 2.850 -5.756 0.582  0.668
H 5.102 -4.599 0.695  0.277
H 4.677 -5.342 -0.859  0.475
H 4.628 -3.573 -0.794  0.004
H 0.951 -4.366 -0.768  0.324
H 2.427 -3.946 -1.836  -0.026
H 1.994 -5.631 -1.469  0.416
H 4.759 -1.785 0.372  0.377
H 4.624 -0.125 -0.265  0.612
H 2.672 -0.350 -1.421  0.456
H 3.425 -1.928 -1.735  -0.114
H 2.003 -1.748 -0.538  0.072
H 4.443 1.739 2.197  0.160
H 5.975 -0.005 1.953  0.143
H 0.526 0.748 3.426  0.785
H 2.135 1.129 2.787  0.098
H 1.123 0.018 0.538  -0.442
H 0.790 1.737 0.905  0.597
H -1.199 -0.400 2.065  0.219
H -1.071 -0.298 0.289  0.373
H -1.071 -1.728 4.998  0.377
H -0.957 -2.683 2.307  0.415
C -4.601 5.177 0.829  0.037
C -5.899 4.553 0.353  -0.326
O -6.620 5.621 -0.262  -0.152
S -5.569 6.647 -0.935  1.163
O -5.459 6.338 -2.316  -0.605
O -5.853 7.955 -0.460  -0.553
O -4.234 6.106 -0.192  -0.322
H -4.748 5.733 1.759  0.219
H -3.815 4.439 0.969  -0.061
H -6.477 4.122 1.168  0.306
H -5.715 3.788 -0.406  0.323
C -3.819 10.044 3.238  -0.365
C -3.540 8.641 2.738  -0.142
O -3.254 7.880 3.915  -0.295
S -4.116 8.469 5.147  1.096
O -5.283 7.674 5.295  -0.536
O -3.233 8.737 6.222  -0.527
O -4.541 9.865 4.461  -0.327
H -2.892 10.576 3.464  0.298
H -4.406 10.625 2.530  0.321
H -2.702 8.606 2.045  0.332
H -4.423 8.208 2.261  0.135
C 3.541 -2.105 -6.289  -0.372
C 3.866 -3.509 -6.752  -0.365
O 4.194 -4.223 -5.549  -0.300
S 3.327 -3.631 -4.332  1.241
O 2.193 -4.462 -4.142  -0.630
O 4.216 -3.292 -3.272  -0.557
O 2.839 -2.274 -5.048  -0.368
H 4.450 -1.532 -6.090  0.310
H 2.924 -1.566 -7.005  0.334
H 4.691 -3.533 -7.449  0.498
H 2.995 -3.989 -7.203  0.245
C -11.519 5.694 1.236  -0.359
C -10.952 6.982 1.801  -0.360
O -9.597 7.017 1.347  -0.264
S -9.500 6.303 -0.098  1.120
O -9.533 7.306 -1.099  -0.573
O -8.481 5.318 -0.042  -0.441
O -10.945 5.574 -0.067  -0.332
H -11.205 4.830 1.828  0.264
H -12.605 5.713 1.173  0.314
H -10.994 7.014 2.887  0.310
H -11.469 7.854 1.391  0.295
C 6.464 -7.521 -7.512  -0.259
C 5.182 -8.200 -7.948  -0.349
O 4.419 -7.168 -8.579  -0.302
S 5.423 -6.131 -9.297  1.066
O 5.515 -6.468 -10.668  -0.537
O 5.101 -4.818 -8.851  -0.524
O 6.779 -6.607 -8.567  -0.309
H 6.316 -6.945 -6.595  0.231
H 7.278 -8.228 -7.366  0.312
H 4.632 -8.628 -7.111  0.320
H 5.377 -8.979 -8.689  0.306

HOMO   -11.696 eV
Gap between HOMO and LUMO   7.2 eV
Lowest unoccupied orbital energy   -4.5336 eV
Total charge   +1

=====

No. 6
This record from the Open Molecules 2025 dataset describes a structure of composition C4H3IrO5 at a distorted geometry. The level of theory is the ωB97M-V functional and the def2-TZVPD basis.

Last column: Löwdin spin population.
Cartesian coordinates (Å):
O 3.304 0.198 1.046  0.086
C 2.331 0.538 0.427  0.304
C 0.170 -0.643 -0.687  0.022
C -1.105 -1.218 -0.090  0.008
O -1.899 -0.120 0.367  0.017
C -1.320 1.063 0.244  0.040
O -0.254 0.994 -0.547  0.319
O -1.500 2.030 0.955  0.138
O 1.267 -0.876 0.015  0.133
H 0.316 -0.681 -1.778  0.001
H -0.860 -1.842 0.777  0.001
H -1.676 -1.793 -0.829  0.001
Ir 1.226 2.351 0.101  3.931

HOMO (alpha / beta)   -13.604 / -15.501 eV
Multiplicity   6
ΔE to the lowest compared entry with this formula, charge and spin   86.9 kJ/mol
Gap between HOMO and LUMO (alpha / beta)   8.4 / 6.2 eV
Lowest unoccupied orbital energy (alpha / beta)   -5.2128 / -9.3462 eV
Total charge   +1